1.
DFT (wB97M-V/def2-TZVPD) results for a structure of composition C15H8FI2IrN3OSe.

The geometry in XYZ format:
```
32
Properties=species:S:1:pos:R:3:mulliken_spin:R:1
Ir -0.679 0.652 -1.684 2.63
I -4.857 -1.290 1.064 0.05
C -3.581 0.219 1.590 0.18
C -3.646 0.918 2.730 -0.09
C -2.730 1.866 3.188 0.30
I -3.069 2.791 4.977 0.09
C -1.637 2.224 2.324 -0.03
C -0.594 3.180 2.582 0.07
C 0.459 3.270 1.675 -0.02
C 0.403 2.525 0.461 0.04
N -0.564 1.701 0.225 0.02
C -1.557 1.515 1.133 0.06
C -2.467 0.435 0.733 0.13
O -2.288 -0.169 -0.328 0.31
H -4.542 0.854 3.378 0.00
H -0.553 3.803 3.413 0.01
H 1.277 3.964 1.877 0.00
H 1.258 2.653 -0.282 -0.01
F -0.752 0.421 -3.578 0.15
Se 1.892 -0.383 0.632 0.01
N 0.977 -0.698 -0.869 0.10
C 1.574 -1.557 -1.647 -0.02
C 1.195 -2.132 -2.925 0.02
C 1.899 -3.170 -3.399 0.00
C 3.071 -3.704 -2.717 0.00
C 3.590 -3.064 -1.627 0.00
C 2.801 -2.056 -1.044 0.00
N 3.184 -1.558 0.138 0.00
H 0.192 -1.745 -3.352 0.01
H 1.606 -3.622 -4.349 0.00
H 3.628 -4.477 -3.175 0.00
H 4.511 -3.367 -1.142 0.00
```

Output
Orbital gap (spin up / spin down) ... 0.2641 / 0.2037 Eh
E_HOMO (spin up / spin down) ... -0.4213 / -0.4335 Eh
Relative energy (zero: lowest compared OMol25 entry of this formula, charge and spin) ... 0.1740 eV
Spin multiplicity ... 5
Charge ... +1
LUMO energy (spin up / spin down) ... -0.157 / -0.230 hartree

---

2.
DFT (wB97M-V/def2-TZVPD) results for the molecule C6H7N5.

The geometry in XYZ format:
```
18
Properties=species:S:1:pos:R:3:mulliken_charge:R:1
C -0.817 -0.031 1.953 0.16
C -0.589 -0.660 -0.502 0.30
C -1.444 1.817 0.250 -0.66
C 0.050 1.739 0.268 -0.60
C -0.795 0.534 0.719 0.61
C 1.891 -1.277 -0.124 -0.72
N -0.830 -0.566 2.979 -0.51
N -1.441 -0.992 -1.416 -0.24
N -0.795 -1.751 -2.247 -0.49
N 0.438 -1.932 -1.920 -0.45
N 0.626 -1.262 -0.785 0.61
H -1.997 2.510 0.929 0.27
H -2.066 1.846 -0.614 0.26
H 0.750 1.564 -0.567 0.25
H 0.425 2.341 1.070 0.34
H 1.670 -0.890 0.977 0.28
H 2.266 -2.261 -0.271 0.32
H 2.660 -0.728 -0.700 0.28
```

Output
Orbital gap ... 0.4098 Eh
Structure (SMILES) ... Cn1nnnc1C1(C#N)CC1
E_HOMO ... -0.3891 Eh
Relative energy (zero: lowest compared OMol25 entry of this formula, charge and spin) ... 4.5890 eV
LUMO energy ... 0.021 hartree

---

3.
DFT (wB97M-V/def2-TZVPD) results for a structure of composition C5H2HoO6.

The geometry in XYZ format:
```
14
Properties=species:S:1:pos:R:3:mulliken_spin:R:1
O -0.071 0.028 -4.081 0.00
C -0.071 0.028 -2.889 0.00
Ho -0.083 0.033 -0.244 4.03
O -1.761 -2.820 0.057 0.00
C -1.163 -1.812 -0.063 -0.01
C 1.021 1.871 -0.061 -0.01
O 1.617 2.876 0.055 0.00
C -1.910 1.120 -0.066 -0.01
O -2.928 1.724 0.053 0.00
C 1.772 -1.064 -0.066 -0.01
O 2.775 -1.659 0.059 0.00
O -0.043 0.007 2.329 0.00
H 0.693 0.561 2.464 0.00
H 0.153 -0.894 2.453 0.00
```

Output
Orbital gap (spin up / spin down) ... 0.3535 / 0.3606 Eh
E_HOMO (spin up / spin down) ... -0.9740 / -0.9747 Eh
Spin multiplicity ... 5
Charge ... +3
LUMO energy (spin up / spin down) ... -0.620 / -0.614 hartree

---

4.
DFT (wB97M-V/def2-TZVPD) results for the molecule C5H10N2O3S.

The geometry in XYZ format:
```
21
Properties=species:S:1:pos:R:3:mulliken_charge:R:1
C 2.644 -0.226 0.203 -0.26
C 1.231 0.165 0.675 0.41
C -1.179 0.122 0.285 0.02
C -2.073 -1.061 0.078 0.28
C -1.734 1.332 -0.525 -0.90
H 2.912 -0.833 -1.809 0.19
H 3.141 -1.991 -0.653 0.20
H 3.238 0.656 -0.023 0.27
H 3.081 -0.720 1.073 0.30
H 0.433 -0.847 -0.787 0.34
H -1.168 0.354 1.349 0.50
H -2.728 1.548 -0.114 0.39
H -1.797 1.024 -1.574 0.40
H -0.513 2.830 0.824 0.14
H -3.769 -1.696 0.561 0.37
N 2.618 -1.168 -0.917 -0.56
N 0.178 -0.235 -0.055 -0.18
O 1.149 0.808 1.741 -0.70
O -1.774 -2.045 -0.553 -0.55
O -3.270 -0.851 0.685 -0.44
S -0.621 2.834 -0.464 -0.21
```

Output
Orbital gap ... 0.3598 Eh
Structure (SMILES) ... NCC(=O)N[C@@H](CS)C(=O)O
E_HOMO ... -0.3378 Eh
Relative energy (zero: lowest compared OMol25 entry of this formula, charge and spin) ... 0.4862 eV
LUMO energy ... 0.022 hartree

---

5.
DFT (wB97M-V/def2-TZVPD) results for a structure of composition C29H29BrNO3Zn.

The geometry in XYZ format:
```
64
Properties=species:S:1:pos:R:3:mulliken_charge:R:1
C -1.217 -0.897 -1.796 -0.46
C 0.024 -0.443 -2.299 -1.00
C 1.050 -1.216 -1.710 -0.45
H 0.161 0.363 -2.997 0.57
C 0.437 -2.168 -0.870 -0.14
C -0.954 -1.974 -0.926 -1.23
H 0.948 -2.877 -0.244 0.45
C -0.901 2.080 0.627 -1.34
C -0.546 2.185 -0.729 -0.51
C 0.856 2.050 -0.823 -0.74
H -1.225 2.314 -1.554 0.42
C 1.389 1.850 0.469 -0.06
C 0.285 1.875 1.362 -0.76
H 2.108 -1.117 -1.887 0.48
H -1.682 -2.504 -0.338 0.39
H -2.188 -0.502 -2.046 0.58
H 0.329 1.720 2.424 0.28
H 1.423 2.068 -1.736 0.48
H -1.898 2.111 1.032 0.78
Zn 0.000 0.000 0.000 2.13
C 2.846 1.714 0.856 2.94
C 3.097 2.607 2.076 -2.03
C 3.751 2.145 -0.294 -2.26
H 2.838 3.640 1.844 0.45
H 4.140 2.563 2.370 0.50
H 2.486 2.295 2.922 0.31
H 3.581 3.189 -0.553 0.46
H 3.569 1.542 -1.183 0.26
H 4.791 2.034 -0.010 0.49
C 3.086 0.236 1.192 -0.63
C 4.439 -0.167 1.736 0.08
H 2.901 -0.356 0.291 -0.46
H 2.331 -0.101 1.901 0.55
O 5.258 0.601 2.231 -0.70
N 4.708 -1.503 1.655 -0.01
C 3.948 -2.509 0.949 -1.11
H 5.638 -1.743 1.959 0.30
C 4.218 -2.618 -0.535 0.93
C 3.592 -3.633 -1.256 -0.28
H 2.917 -4.311 -0.748 0.35
C 3.813 -3.775 -2.616 -0.61
H 3.319 -4.568 -3.161 0.38
C 4.657 -2.894 -3.282 -0.46
H 4.826 -3.000 -4.345 0.38
C 5.275 -1.876 -2.574 -0.66
H 5.933 -1.183 -3.082 0.40
C 5.059 -1.741 -1.207 -0.16
H 5.554 -0.949 -0.662 0.36
H 2.883 -2.336 1.098 0.08
H 4.158 -3.469 1.420 0.54
Br -2.640 -2.190 3.156 -0.19
C -4.215 -1.346 2.459 -0.09
C -5.435 -1.655 3.082 -0.51
C -6.633 -1.091 2.635 -0.45
C -6.626 -0.213 1.556 -0.58
C -5.425 0.101 0.925 -0.50
C -4.197 -0.455 1.359 0.22
C -2.965 -0.063 0.619 0.80
O -3.126 0.733 -0.415 -0.69
O -1.727 -0.439 0.968 -0.81
H -5.460 -2.338 3.920 0.38
H -7.568 -1.334 3.120 0.37
H -7.552 0.227 1.205 0.36
H -5.468 0.790 0.088 0.43
```

Output
Orbital gap ... 0.2380 Eh
E_HOMO ... -0.1443 Eh
Charge ... -1
LUMO energy ... 0.094 hartree

---

6.
DFT (wB97M-V/def2-TZVPD) results for the molecule C22H33N3O3.

The geometry in XYZ format:
```
61
Properties=species:S:1:pos:R:3:mulliken_charge:R:1
C 5.210 0.887 -1.418 -1.44
H 6.217 1.205 -1.158 0.42
H 5.275 0.227 -2.279 0.32
C 4.555 0.184 -0.235 -0.50
H 5.154 -0.684 0.042 0.32
H 4.552 0.868 0.616 0.32
C 3.101 -0.238 -0.538 -0.10
N 2.262 -0.459 0.635 0.59
C 2.690 -1.599 1.425 -0.97
C 2.587 -2.876 0.596 -0.52
C 3.438 -2.752 -0.661 -0.79
C 3.029 -1.493 -1.417 -0.84
H 3.659 -1.359 -2.297 0.30
H 1.998 -1.608 -1.756 0.31
H 4.493 -2.706 -0.387 0.28
H 3.301 -3.628 -1.299 0.43
H 2.906 -3.730 1.197 0.41
H 1.544 -3.026 0.309 0.16
H 3.720 -1.484 1.804 0.39
H 2.030 -1.677 2.294 0.52
C 1.986 0.709 1.451 -1.36
H 1.302 0.376 2.237 0.61
C 1.302 1.819 0.653 0.14
H 2.039 2.410 0.107 0.41
C 0.456 2.750 1.531 -1.17
N -0.603 3.356 0.752 -0.12
C -1.847 2.828 0.750 0.48
O -2.217 2.012 1.573 -0.66
C -2.757 3.318 -0.369 -0.89
H -2.191 3.902 -1.094 0.35
H -3.554 3.934 0.049 0.39
C -3.359 2.071 -1.037 -0.64
C -2.214 1.098 -1.268 0.54
O -1.129 1.481 -1.672 -0.67
N -2.404 -0.203 -0.921 0.37
C -3.605 -0.799 -0.490 0.53
C -4.804 -0.606 -1.168 -0.17
C -5.958 -1.245 -0.759 -0.72
C -5.922 -2.111 0.322 -0.51
C -4.732 -2.343 0.981 -0.70
C -3.564 -1.699 0.585 -0.03
O -2.425 -2.006 1.259 -0.50
C -1.284 -1.247 0.907 0.27
C -1.244 -1.016 -0.601 -0.88
H -1.306 -1.970 -1.134 0.17
H -0.339 -0.486 -0.893 0.37
H -1.319 -0.276 1.417 0.11
H -0.418 -1.813 1.252 0.04
H -4.675 -3.024 1.815 0.46
H -6.820 -2.614 0.645 0.39
H -6.881 -1.076 -1.292 0.39
H -4.819 0.039 -2.034 0.42
H -4.098 1.629 -0.371 0.51
H -3.830 2.342 -1.982 0.31
H -0.310 3.886 -0.054 0.28
H -0.038 2.184 2.324 0.49
H 1.066 3.535 1.985 0.27
H 0.636 1.356 -0.076 0.09
H 2.886 1.108 1.954 0.27
H 2.636 0.578 -1.101 0.44
H 4.637 1.767 -1.706 0.33
```

Output
Orbital gap ... 0.3315 Eh
Structure (SMILES) ... CC[C@H]1CCCCN1CCCNC(=O)CCC(=O)N1CCOc2ccccc21
E_HOMO ... -0.3017 Eh
Relative energy (zero: lowest compared OMol25 entry of this formula, charge and spin) ... 0.3693 eV
LUMO energy ... 0.030 hartree

---

Max |F|
In order: 3.57; 6.38; 15.03; 2.64; 5.96; 0.78
Unit: eV Å⁻¹